The following is a DFT calculation (ωB97M-V with the def2-TZVPD basis set) of a cluster of 2 separate species, C30H28F3N3OS in total in a non-equilibrium geometry.

Summary:
Multiplicity: 1
E_LUMO (eV): -2.6269
Gap between HOMO and LUMO (eV): 3.6933

Last column: Löwdin charge in e.
Element x y z (Å)
F -3.5739 -2.2393 2.8473  0.11
C -2.9332 -1.0354 2.7631  -0.53
F -3.3227 -0.3033 3.8488  0.10
F -1.5936 -1.2911 2.9212  0.10
C -3.2128 -0.3310 1.4709  -0.16
C -3.1901 1.0640 1.4346  -0.04
C -3.4248 1.7144 0.2382  -0.14
C -3.6087 0.9786 -0.9693  -0.83
S -3.6004 1.7302 -2.4538  0.52
C -3.6940 -0.4407 -0.8743  -0.13
C -3.4616 -1.0863 0.3240  -0.04
H -2.9912 1.6226 2.3460  0.12
H -3.4166 2.7998 0.1922  0.08
H -3.8883 -1.0116 -1.7773  0.09
H -3.4722 -2.1715 0.3844  0.12
C 3.1235 7.5147 -2.8914  -0.01
N 2.1888 6.5723 -2.3174  -0.04
C 1.7147 6.7124 -1.0450  -0.37
O 2.0413 7.5977 -0.2579  0.09
C 0.7290 5.5697 -0.8012  -0.16
C -0.6844 6.0777 -0.5259  -0.08
C -0.7631 6.9193 0.7286  -0.24
C -1.1716 8.2548 0.6533  -0.04
C -1.1759 9.0507 1.8003  -0.07
C -0.7976 8.5064 3.0339  -0.08
C -0.4157 7.1622 3.1130  -0.07
C -0.4065 6.3657 1.9627  -0.04
N 0.8375 4.7821 -2.0314  0.05
C 0.1523 3.6328 -2.2087  0.04
C 0.2076 2.8847 -3.3796  -0.07
C -0.4747 1.7036 -3.6480  0.01
C -0.3276 0.9711 -4.8817  -0.18
C -1.0392 -0.2422 -5.0899  0.02
C -0.9266 -0.9534 -6.2726  0.00
C -0.0905 -0.4923 -7.3007  -0.22
C 0.0254 -1.2189 -8.5325  -0.16
N 0.1287 -1.8041 -9.5424  0.17
C 0.6378 0.6887 -7.1191  -0.02
C 0.5388 1.4039 -5.9326  0.00
C 1.7434 5.3821 -3.0330  -0.46
C 1.0011 5.8113 -4.3124  0.02
C 2.9608 4.4924 -3.3404  0.01
H 3.3090 8.3214 -2.1773  0.10
H 4.0712 7.0162 -3.1323  0.09
H 2.7167 7.9381 -3.8190  0.09
H 1.0965 4.9797 0.0570  0.17
H -1.0227 6.6691 -1.3932  0.13
H -1.3430 5.2006 -0.4346  0.12
H -1.4535 8.6683 -0.3188  0.11
H -1.4644 10.1000 1.7265  0.10
H -0.7975 9.1311 3.9289  0.10
H -0.1102 6.7340 4.0689  0.11
H -0.0997 5.3173 2.0138  0.12
H -0.4895 3.2956 -1.3851  0.16
H 0.8692 3.2567 -4.1569  0.05
H -1.1245 1.2890 -2.8678  0.05
H -1.6999 -0.5975 -4.2958  0.12
H -1.4890 -1.8749 -6.4220  0.13
H 1.2835 1.0413 -7.9260  0.13
H 1.1325 2.3137 -5.8287  0.11
H 0.2201 6.5395 -4.0505  0.11
H 1.7118 6.2766 -5.0076  0.09
H 0.5245 4.9697 -4.8204  0.07
H 3.5190 4.3180 -2.4104  0.11
H 2.6763 3.5234 -3.7553  0.07
H 3.6128 5.0005 -4.0622  0.09



The following is a DFT calculation (ωB97M-V with the def2-TZVPD basis set) of a structure of composition C30H28F9N4O9TeY.

Summary:
Multiplicity: 1
E_LUMO (eV): 4.2288
Total charge: -2
Energy above the lowest of the compared OMol25 structures with the same formula, charge and spin (kcal per mole): 7.47
Gap between HOMO and LUMO (eV): 5.5928

Last column: Löwdin charge in e.
Element x y z (Å)
Y -0.1505 0.2354 -0.5667  1.41
O 4.5696 2.5010 2.2267  0.03
C 3.5625 2.7063 3.0822  -0.29
C 3.8519 3.2320 4.3453  -0.03
C 2.8460 3.4481 5.2711  -0.12
C 1.5241 3.1438 4.9595  -0.11
C 1.2334 2.6272 3.7070  -0.03
C 2.2251 2.4075 2.7565  -0.08
C 1.8286 1.8551 1.4320  -0.45
O 0.5964 1.6680 1.1768  -0.15
N 2.8109 1.6260 0.5889  0.05
N 2.3149 1.1949 -0.6222  -0.02
C 3.1187 1.2406 -1.6132  -0.08
C 2.6628 1.0879 -2.9867  -0.16
C 3.5962 0.8966 -4.0114  -0.08
C 3.2231 0.8605 -5.3392  -0.14
C 1.8703 1.0500 -5.6590  -0.12
C 0.9321 1.2659 -4.6742  -0.02
C 1.2856 1.2775 -3.3027  -0.39
O 0.3969 1.4649 -2.3905  -0.32
H 4.1393 2.0932 1.3985  0.07
H 4.8865 3.4541 4.5753  0.10
H 3.0965 3.8493 6.2465  0.09
H 0.7365 3.2978 5.6862  0.09
H 0.2183 2.3629 3.4375  0.10
H 4.1687 1.4984 -1.4403  0.12
H 4.6402 0.7719 -3.7369  0.10
H 3.9584 0.6944 -6.1167  0.08
H 1.5578 1.0255 -6.6977  0.09
H -0.1177 1.4030 -4.9057  0.10
C -2.9395 -0.7490 2.9783  -0.01
O -2.8190 0.6843 3.0232  -0.02
C -2.2867 1.2134 1.9088  -0.55
O -1.8910 0.5262 0.9921  -0.07
N -2.2986 2.5626 1.9499  0.01
N -1.6737 3.2601 0.9398  0.04
H -3.3915 -1.0235 3.9274  0.09
H -1.9638 -1.2151 2.8606  0.08
H -3.5742 -1.0376 2.1437  0.09
H -2.3850 2.9672 2.8723  0.14
H -0.7000 3.4615 1.1060  0.07
H -2.2358 3.9810 0.5256  0.08
C 0.5723 -3.7265 -2.7465  -0.02
C -0.3272 -2.5355 -2.4662  -0.50
C -1.2715 -2.2939 -3.6342  -0.02
O 0.4795 -1.3504 -2.3180  -0.10
C -1.1926 -2.7319 -1.1907  -0.61
O -1.7714 -3.8072 -1.0678  0.03
O -1.2718 -1.7115 -0.4210  -0.17
H 0.9932 -3.6476 -3.7523  0.08
H -0.0191 -4.6373 -2.6641  0.09
H 1.3915 -3.7854 -2.0294  0.07
H -0.6970 -2.1416 -4.5511  0.08
H -1.8898 -1.4135 -3.4575  0.02
H -1.9146 -3.1690 -3.7397  0.09
H 1.3325 -1.6157 -1.9409  0.09
Te -2.6188 1.2082 -2.2276  0.79
C -4.4280 0.5407 -1.3556  -0.66
C -4.4695 -0.6717 -0.6481  -0.15
C -5.6535 -1.1271 -0.0778  -0.12
C -6.8265 -0.3897 -0.1943  -0.14
C -6.8018 0.8094 -0.8957  -0.14
C -5.6200 1.2655 -1.4679  -0.19
H -3.5611 -1.2564 -0.5567  0.07
H -5.6615 -2.0730 0.4538  0.09
H -7.7490 -0.7476 0.2493  0.08
H -7.7112 1.3935 -0.9974  0.08
H -5.6093 2.2031 -2.0118  0.07
F 1.6556 -2.2076 3.7355  0.15
C 1.6552 -1.3853 2.6664  -0.52
F 0.4676 -0.7645 2.6542  0.15
F 2.5964 -0.4614 2.8979  0.17
C 1.8837 -2.1121 1.2934  -0.33
O 1.4340 -1.4233 0.2567  -0.16
C 1.1717 -3.5160 1.4216  -0.53
F 1.8324 -4.3896 2.2175  0.13
F 1.0606 -4.0986 0.2291  0.16
F -0.0615 -3.3832 1.9249  0.17
C 3.4267 -2.3658 1.1398  -0.54
F 4.0308 -2.7932 2.2699  0.14
F 3.6626 -3.3002 0.1958  0.14
F 4.0559 -1.2576 0.7519  0.16



The following is a DFT calculation (ωB97M-V with the def2-TZVPD basis set) of a structure of composition C30H28N3NiO in a non-equilibrium geometry.

Summary:
<S²>: 2.155
Multiplicity: 3
E_LUMO (alpha / beta) (eV): 2.9869 / 2.9079
Total charge: -1
Energy above the lowest of the compared OMol25 structures with the same formula, charge and spin (kcal per mole): 0.00
Gap between HOMO and LUMO (alpha / beta) (eV): 4.5757 / 6.1872

Last column: Löwdin charge in e.
Element x y z (Å)
Ni 0.3797 0.4983 -0.2731  0.43
C -1.2414 1.9105 -3.2569  -0.05
C -0.1040 2.6135 -2.6142  -0.28
C 0.2468 3.8615 -3.2080  -0.09
C 1.4028 4.5176 -2.8050  -0.11
C 2.1066 3.9373 -1.7309  -0.06
C 1.8007 2.6682 -1.2151  -0.23
N 0.6588 2.0199 -1.6174  0.07
C 2.6561 1.9828 -0.2527  -0.25
C 3.9279 2.4424 0.0087  -0.07
C 4.7506 1.7183 0.8292  -0.12
C 4.2687 0.6037 1.4698  -0.07
C 2.9108 0.2276 1.2809  -0.20
N 2.1809 0.8576 0.2900  0.07
C 2.2928 -0.7389 2.1407  -0.18
C 2.9492 -1.1873 3.2556  -0.05
C 2.2584 -1.9035 4.2439  -0.13
C 0.8781 -1.9661 4.2426  -0.07
C 0.2056 -1.5533 3.0733  -0.21
C -1.2963 -1.5911 3.1050  -0.04
N 0.9414 -1.1919 1.9257  0.08
H -1.4690 2.4698 -4.1543  0.06
H -2.1103 1.9654 -2.6062  0.08
H -0.9952 0.8293 -3.4476  0.09
H -0.3959 4.2414 -3.9749  0.08
H 1.7776 5.4286 -3.2960  0.09
H 2.8814 4.5304 -1.2213  0.09
H 4.2999 3.3305 -0.4821  0.09
H 5.8041 2.0599 0.9582  0.11
H 4.9405 0.0556 2.1013  0.08
H 4.0088 -0.9286 3.4586  0.11
H 2.8728 -2.4417 4.9872  0.09
H 0.2867 -2.4274 5.0044  0.09
H -1.7283 -2.5503 2.7651  0.09
H -1.6805 -0.7694 2.4989  0.07
H -1.6079 -1.4502 4.1429  0.07
C -4.0797 -2.0167 -2.3293  -0.10
C -2.7481 -1.7986 -2.7390  -0.11
C -1.8832 -1.0828 -1.9537  -0.10
C -2.3442 -0.3892 -0.8163  -0.19
C -1.5043 0.5387 -0.1263  -0.16
C -2.0797 1.4282 0.7258  -0.13
C -3.4664 1.3920 0.9901  -0.10
C -4.2363 0.4033 0.4454  -0.08
C -3.7177 -0.4716 -0.5147  -0.20
C -4.5277 -1.4161 -1.1641  -0.05
H -4.7188 -2.6959 -2.8978  0.09
H -2.3641 -2.2477 -3.6672  0.10
H -0.8196 -1.0526 -2.2142  0.10
H -1.4760 2.2099 1.1813  0.09
H -3.9109 2.0420 1.7509  0.09
H -5.2969 0.3274 0.7080  0.10
H -5.4737 -1.6781 -0.7395  0.09
C -0.9137 -3.4793 -0.2308  -0.06
O -0.5816 -2.3865 0.6452  -0.17
C 0.5169 -1.5919 0.5465  -0.38
C 1.6761 -2.1025 -0.3136  -0.04
H -0.4568 -4.3857 0.1749  0.08
H -0.5310 -3.3471 -1.2611  0.08
H -2.0017 -3.6115 -0.1960  0.09
H 1.3807 -1.8759 -1.3566  0.08
H 1.8899 -3.1755 -0.1776  0.08
H 2.6100 -1.6067 -0.0965  0.06